[1]
C25H23N3O4 | wB97M-V/def2-TZVPD

Results
Kohn-Sham gap ... 8.457 eV
SMILES string ... COc1ccc(-c2nn(C)c(=O)c3ccccc23)cc1NC(=O)COc1ccc(C)cc1
Electronic energy ... -38959.0568 eV
Maximum force ... 1.13 eV/Å
Charge ... 0
Energy relative to the best compared isomer or geometry (same formula, charge and spin) ... 39.6 kcal/mol

Structure (XYZ):
```
55
Properties=species:S:1:pos:R:3:forces:R:3
C 2.808 -0.337 3.455 0.2 0.0 0.1
O 1.504 -0.388 2.930 -0.4 -0.1 -0.4
C 1.349 -0.533 1.577 -0.1 0.0 -0.1
C 2.379 -0.685 0.665 0.0 0.0 0.3
C 2.103 -0.828 -0.686 -0.2 0.0 -0.1
C 0.793 -0.817 -1.146 0.2 0.0 0.4
C 0.483 -0.937 -2.579 -0.3 0.3 -0.4
N -0.365 -0.078 -3.045 0.4 0.0 1.1
N -0.690 -0.062 -4.329 0.0 -0.3 -0.6
C -1.651 0.947 -4.717 -0.2 0.2 -0.3
C -0.162 -0.883 -5.305 -0.1 0.1 0.1
O -0.482 -0.744 -6.473 0.0 0.0 -0.2
C 0.759 -1.900 -4.794 0.2 -0.2 0.3
C 1.294 -2.844 -5.673 -0.1 0.1 0.0
C 2.117 -3.838 -5.199 0.0 0.0 -0.1
C 2.398 -3.917 -3.836 0.0 0.0 0.1
C 1.884 -2.992 -2.957 0.0 0.0 0.1
C 1.074 -1.948 -3.424 -0.1 -0.1 -0.6
C -0.248 -0.644 -0.236 0.1 -0.1 0.0
C 0.017 -0.510 1.114 0.2 0.0 -0.1
N -0.974 -0.346 2.082 0.4 -0.1 0.4
C -2.294 -0.106 1.921 -0.1 0.0 0.4
O -2.897 -0.078 0.872 -0.1 0.0 -0.1
C -3.012 0.113 3.262 -0.3 0.0 -0.2
O -2.166 0.462 4.330 0.2 0.0 0.1
C -1.570 1.701 4.313 0.1 0.2 0.1
C -0.808 2.018 5.436 -0.2 -0.2 -0.1
C -0.157 3.231 5.513 -0.1 0.0 -0.1
C -0.245 4.158 4.480 0.0 0.0 -0.1
C 0.445 5.485 4.581 -0.1 0.0 0.0
C -1.003 3.828 3.367 0.1 0.0 0.2
C -1.661 2.614 3.272 -0.2 -0.3 0.0
H 2.685 -0.188 4.527 0.1 0.0 -0.1
H 3.349 -1.271 3.278 0.0 0.0 0.0
H 3.375 0.500 3.036 0.0 0.0 0.0
H 3.407 -0.688 0.992 0.1 0.0 0.1
H 2.923 -0.915 -1.384 0.1 0.0 -0.1
H -2.053 1.390 -3.810 0.1 -0.1 0.0
H -2.443 0.484 -5.305 0.0 0.1 0.0
H -1.169 1.709 -5.330 -0.1 0.0 0.0
H 1.033 -2.768 -6.718 0.0 0.0 -0.1
H 2.534 -4.569 -5.877 0.0 -0.1 -0.1
H 3.022 -4.718 -3.466 0.0 -0.1 0.0
H 2.086 -3.074 -1.900 0.0 0.0 0.0
H -1.265 -0.610 -0.586 -0.1 0.0 0.0
H -0.614 -0.323 3.030 -0.2 0.0 -0.1
H -3.811 0.850 3.114 0.2 -0.1 -0.1
H -3.474 -0.835 3.556 0.0 0.1 -0.1
H -0.743 1.297 6.235 0.0 -0.1 0.1
H 0.429 3.464 6.391 0.1 0.0 0.1
H -0.176 6.187 5.139 0.0 0.1 0.0
H 0.627 5.905 3.595 0.1 0.1 0.0
H 1.394 5.389 5.105 0.1 0.1 0.0
H -1.082 4.529 2.548 0.0 0.1 -0.1
H -2.230 2.393 2.382 -0.1 0.0 -0.1
```
Positions in Å, forces in eV/Å.

---

[2]
C25H23N4O4OsS | wB97M-V/def2-TZVPD

Results
Kohn-Sham gap (spin up / spin down) ... 8.365 / 5.094 eV
Electronic energy ... -53723.0526 eV
Maximum force ... 0.39 eV/Å
Charge ... +3
2S+1 ... 5

Structure (XYZ):
```
58
Properties=species:S:1:pos:R:3:forces:R:3
Os -0.815 0.333 -0.997 0.0 -0.1 -0.2
C -5.135 0.146 -1.685 0.0 0.0 0.0
C -5.513 1.462 -1.488 0.0 0.0 0.0
C -4.539 2.417 -1.207 0.0 0.0 0.0
C -3.223 2.023 -1.103 0.1 0.0 0.0
N -2.865 0.716 -1.247 0.0 0.1 0.0
C -3.798 -0.192 -1.561 0.0 0.0 0.0
C -2.084 2.959 -0.935 0.0 0.0 0.0
C -2.152 4.333 -0.797 0.0 -0.1 0.0
C -0.966 5.056 -0.741 0.0 0.0 0.0
C 0.265 4.417 -0.863 0.0 0.0 0.0
C 0.283 3.044 -1.004 0.0 0.0 0.0
N -0.879 2.356 -1.002 0.0 0.0 0.0
C 1.466 2.185 -1.254 -0.1 0.0 0.0
C 2.733 2.667 -1.504 0.0 0.0 0.0
C 3.734 1.775 -1.878 0.0 0.0 0.0
C 3.434 0.430 -2.002 0.0 0.0 0.0
C 2.148 0.001 -1.722 0.0 0.0 0.0
N 1.191 0.856 -1.339 0.0 0.0 0.1
H -5.857 -0.617 -1.939 0.0 0.0 0.0
H -6.551 1.756 -1.573 0.0 0.0 0.0
H -4.814 3.456 -1.094 0.0 0.0 0.0
H -3.451 -1.205 -1.718 0.0 0.0 0.0
H -3.103 4.842 -0.743 0.0 0.0 0.0
H -1.000 6.131 -0.624 0.0 0.0 0.0
H 1.180 4.991 -0.857 0.0 0.0 0.0
H 2.940 3.725 -1.447 0.0 0.0 0.0
H 4.728 2.141 -2.099 0.0 0.0 0.0
H 4.174 -0.283 -2.335 0.0 0.0 0.0
H 1.847 -1.035 -1.818 0.0 0.0 0.0
C 4.803 -4.161 1.211 0.0 0.0 0.0
C 3.659 -3.270 1.372 0.0 0.0 0.0
C 3.813 -1.842 1.358 0.0 0.0 0.0
C 2.747 -1.026 1.596 0.0 -0.1 0.0
C 1.479 -1.602 1.861 0.0 0.0 0.1
C 1.289 -3.002 1.862 0.1 0.1 0.0
C 2.348 -3.820 1.605 0.0 0.0 0.0
S 0.230 -0.522 2.612 0.3 -0.2 0.1
O 0.868 0.738 2.809 0.1 -0.1 0.1
O -0.323 -1.335 3.642 0.0 0.1 -0.1
N -0.988 -0.154 1.495 -0.4 0.1 0.1
C -2.236 -0.990 1.561 0.1 0.2 -0.1
C -2.060 -2.399 1.033 -0.1 -0.1 0.2
C -1.265 -2.652 -0.235 0.2 0.2 -0.2
O -1.060 -3.741 -0.659 0.0 -0.2 0.1
O -0.714 -1.571 -0.876 -0.1 0.0 0.0
H 5.704 -3.668 0.859 0.0 0.0 0.0
H 4.550 -5.033 0.601 0.0 0.0 0.0
H 5.017 -4.592 2.207 0.0 0.0 0.0
H 4.800 -1.434 1.191 0.0 0.0 0.0
H 2.860 0.048 1.649 0.0 0.0 0.0
H 0.337 -3.430 2.126 -0.1 0.0 0.0
H 2.233 -4.896 1.620 0.0 0.0 0.0
H -1.219 0.790 1.824 0.0 0.0 -0.2
H -2.960 -0.433 0.971 -0.1 0.0 0.0
H -2.612 -1.025 2.585 0.1 0.0 0.0
H -3.051 -2.838 0.882 0.0 0.0 0.0
H -1.625 -3.025 1.814 0.0 0.0 -0.1
```
Positions in Å, forces in eV/Å.

---

[3]
C25H23NO6 | wB97M-V/def2-TZVPD

Results
Kohn-Sham gap ... 8.027 eV
SMILES string ... COc1ccc(OC)c(/C=C/C(=O)OCC(=O)Nc2cccc(Oc3ccccc3)c2)c1
Electronic energy ... -40072.8875 eV
Maximum force ... 0.70 eV/Å
Charge ... 0
Energy relative to the best compared isomer or geometry (same formula, charge and spin) ... 58.6 kcal/mol

Structure (XYZ):
```
55
Properties=species:S:1:pos:R:3:forces:R:3
C -4.985 -0.428 1.429 -0.1 0.0 0.0
O -3.609 -0.723 1.440 0.3 -0.1 0.0
C -2.733 0.294 1.662 0.0 0.2 0.1
C -3.079 1.624 1.868 -0.1 -0.5 0.0
C -2.092 2.572 2.078 0.3 0.2 0.0
C -0.745 2.237 2.098 -0.3 -0.2 -0.1
O 0.248 3.141 2.302 0.1 -0.3 0.0
C -0.085 4.488 2.537 0.0 0.2 0.0
C -0.376 0.884 1.906 -0.6 0.4 0.0
C 0.982 0.388 1.919 0.7 0.0 0.0
C 2.132 1.077 1.998 -0.4 0.0 0.0
C 3.449 0.447 1.890 0.4 0.0 -0.1
O 4.482 1.046 1.729 -0.3 -0.1 0.1
O 3.388 -0.913 1.947 -0.2 -0.1 0.2
C 4.528 -1.638 1.520 0.6 -0.1 -0.2
C 4.346 -2.197 0.097 -0.1 0.2 0.5
O 5.252 -2.739 -0.490 0.2 -0.1 -0.1
N 3.086 -2.008 -0.362 -0.5 0.2 0.3
C 2.531 -2.255 -1.617 0.0 -0.2 -0.5
C 3.242 -2.829 -2.665 0.2 0.0 0.1
C 2.610 -3.020 -3.881 -0.1 0.1 0.1
C 1.297 -2.635 -4.074 -0.3 0.1 0.0
C 0.588 -2.054 -3.025 0.5 -0.2 0.1
O -0.726 -1.747 -3.254 -0.1 -0.1 -0.1
C -1.346 -0.713 -2.605 -0.3 0.4 0.2
C -0.694 0.440 -2.178 0.2 -0.2 -0.2
C -1.421 1.462 -1.597 -0.1 0.0 0.0
C -2.794 1.360 -1.455 -0.1 0.1 0.0
C -3.443 0.220 -1.896 0.0 0.1 0.0
C -2.727 -0.817 -2.461 0.3 -0.2 -0.1
C 1.201 -1.882 -1.793 -0.2 0.0 -0.1
C -1.388 -0.051 1.690 -0.1 0.2 0.1
H -5.486 -1.372 1.222 0.0 0.1 0.0
H -5.235 0.294 0.647 0.0 0.0 0.0
H -5.321 -0.047 2.399 0.0 0.0 0.0
H -4.109 1.942 1.869 -0.1 0.0 0.0
H -2.399 3.595 2.230 0.0 0.1 0.0
H 0.864 5.001 2.687 -0.1 0.0 0.0
H -0.701 4.601 3.435 0.0 0.0 0.0
H -0.602 4.932 1.680 0.0 0.0 0.0
H 1.045 -0.692 1.850 0.1 0.0 0.0
H 2.157 2.151 2.066 0.0 0.0 0.0
H 4.683 -2.468 2.213 -0.1 0.1 -0.1
H 5.413 -0.991 1.528 -0.2 -0.2 0.0
H 2.456 -1.560 0.294 0.3 -0.1 -0.1
H 4.269 -3.115 -2.518 0.0 0.0 0.0
H 3.157 -3.469 -4.696 0.0 0.0 -0.1
H 0.803 -2.776 -5.022 -0.1 0.0 -0.1
H 0.371 0.545 -2.319 0.1 0.0 0.0
H -0.907 2.351 -1.263 0.1 0.1 0.0
H -3.352 2.171 -1.013 0.0 0.1 0.0
H -4.516 0.133 -1.806 -0.1 0.0 0.0
H -3.218 -1.711 -2.810 0.0 -0.1 0.0
H 0.645 -1.460 -0.967 0.0 0.0 0.1
H -1.137 -1.089 1.538 0.1 -0.1 0.0
```
Positions in Å, forces in eV/Å.

---

What is the formula in the first record? C25H23N3O4